# 1
Computed, not measured: a cluster of 3 separate species, C16H29Br2FN2O6S in total in a non-equilibrium geometry, with ωB97M-V/def2-TZVPD.

Each line ends with the Löwdin charge.
Cartesian coordinates (Å):
C -0.77 1.64 -0.20  -0.15
C -0.86 2.29 -1.56  -0.77
Br -1.42 0.99 -2.90  0.74
C 0.42 3.05 -1.99  -0.73
Br -0.18 4.57 -3.06  0.82
N 1.38 2.25 -2.78  -0.18
C 2.38 3.06 -3.47  -0.36
C 3.08 4.09 -2.86  -0.04
C 4.01 4.74 -3.65  -0.04
C 4.20 4.34 -4.96  -0.14
N 3.51 3.37 -5.57  0.09
C 2.62 2.76 -4.80  -0.08
S 2.22 1.09 -1.85  0.61
O 1.50 -0.12 -1.82  -0.25
O 3.58 1.07 -2.25  -0.20
F 2.18 1.73 -0.43  -0.13
H -0.23 2.25 0.53  0.09
H -0.24 0.69 -0.27  0.04
H -1.75 1.38 0.19  0.07
H -1.68 3.00 -1.55  0.05
H 0.87 3.47 -1.10  0.09
H 2.92 4.39 -1.84  0.12
H 4.61 5.54 -3.25  0.11
H 4.95 4.84 -5.56  0.11
H 2.04 1.96 -5.25  0.13
C -0.71 -0.58 2.84  -0.12
O -1.22 0.72 3.06  -0.20
C -2.64 0.78 2.98  -0.21
C -3.28 0.83 4.35  -0.21
O -3.07 -0.37 5.07  -0.19
C -2.04 -0.28 6.04  -0.11
H 0.34 -0.58 3.13  0.09
H -1.24 -1.33 3.42  0.09
H -0.77 -0.83 1.77  0.07
H -3.03 -0.07 2.41  0.13
H -2.90 1.70 2.44  0.12
H -4.36 0.96 4.23  0.13
H -2.90 1.69 4.92  0.13
H -2.37 0.30 6.90  0.09
H -1.14 0.17 5.62  0.08
H -1.81 -1.29 6.37  0.09
C -0.72 -6.30 -0.59  -0.11
O 0.25 -5.39 -1.09  -0.19
C -0.32 -4.20 -1.62  -0.20
C -0.21 -3.05 -0.65  -0.20
O -1.00 -3.26 0.52  -0.19
C -0.25 -3.69 1.63  -0.11
H -0.19 -7.06 -0.02  0.09
H -1.44 -5.80 0.06  0.08
H -1.25 -6.78 -1.42  0.09
H -1.36 -4.36 -1.90  0.13
H 0.24 -3.95 -2.52  0.13
H -0.59 -2.14 -1.14  0.11
H 0.84 -2.87 -0.38  0.13
H 0.34 -2.86 2.04  0.07
H 0.43 -4.51 1.39  0.09
H -0.95 -4.03 2.40  0.09

The total energy is -6833.9726 hartree. The SMILES is C[C@H](Br)[C@H](Br)N(c1cccnc1)S(=O)(=O)F.COCCOC.COCCOC. The gap between HOMO and LUMO comes out at 9.512 eV.



# 2
Computed, not measured: a structure of composition C18H22BCdF4N3O3S2, with ωB97M-V/def2-TZVPD.

Each line ends with the Löwdin charge.
Cartesian coordinates (Å):
Cd -1.67 -0.77 -1.30  1.34
F -5.17 -2.25 -4.42  0.06
B -5.20 -1.04 -3.69  -1.23
F -4.06 -0.97 -2.85  -0.01
F -5.21 0.05 -4.58  0.06
F -6.37 -1.01 -2.89  0.06
C 1.38 2.37 5.34  -0.06
C 0.45 1.58 4.45  -0.29
C 0.29 0.20 4.61  -0.06
C -0.53 -0.52 3.76  -0.07
C -1.20 0.12 2.74  -0.27
C -1.07 1.50 2.58  -0.05
C -0.25 2.21 3.43  -0.04
S -2.37 -0.77 1.71  0.40
O -1.69 -1.94 1.14  -0.44
O -3.40 -1.12 2.67  -0.33
O -2.78 0.18 0.67  -0.44
H 1.85 1.73 6.09  0.07
H 0.84 3.17 5.86  0.07
H 2.17 2.83 4.74  0.07
H 0.83 -0.31 5.41  0.10
H -0.65 -1.59 3.89  0.12
H -1.61 1.97 1.77  0.11
H -0.13 3.28 3.29  0.11
N 1.22 -2.28 1.28  0.11
C 1.57 -0.99 1.01  -0.69
N 0.90 -0.20 0.25  0.09
C 1.49 1.04 0.16  -0.32
C 0.99 2.10 -0.59  -0.02
C 1.65 3.32 -0.53  -0.10
C 2.80 3.49 0.24  -0.12
C 3.33 2.43 0.96  -0.12
C 2.67 1.21 0.91  -0.49
S 3.06 -0.29 1.71  1.01
H 0.21 -2.40 1.21  0.05
H 1.61 -2.65 2.13  0.08
H 0.12 1.93 -1.21  0.09
H 1.27 4.15 -1.11  0.09
H 3.30 4.45 0.27  0.09
H 4.24 2.54 1.53  0.09
C 0.86 -1.02 -4.77  -0.13
C 0.17 -1.58 -3.50  -0.92
C -0.90 -2.59 -3.97  -0.13
C 1.24 -2.37 -2.70  -0.13
N -0.33 -0.43 -2.80  -0.30
H 1.33 -1.82 -5.37  0.05
H 1.62 -0.30 -4.47  0.05
H 0.12 -0.50 -5.38  0.06
H -0.48 -3.35 -4.64  0.06
H -1.70 -2.06 -4.48  0.07
H -1.33 -3.09 -3.09  0.04
H 1.69 -3.19 -3.29  0.05
H 0.77 -2.80 -1.81  0.04
H 2.03 -1.68 -2.38  0.05

Its net charge is -2. The total energy is -2477.8025 hartree. The value obtained for the relative energy (zero: lowest compared OMol25 entry of this formula, charge and spin) is 29.54 kcal/mol. The gap between HOMO and LUMO comes out at 3.992 eV.



# 3
Computed, not measured: a structure of composition C17H21BrCl2O4Zr in a non-equilibrium geometry, with ωB97M-V/def2-TZVPD.

Each line ends with the Löwdin charge.
Cartesian coordinates (Å):
C -2.62 -1.31 -0.50  -0.37
C -1.69 -2.37 -0.70  -0.36
C -0.86 -2.06 -1.81  -0.27
C -1.69 -3.66 0.04  -0.13
C -1.29 -0.81 -2.34  -0.30
C -2.38 -0.32 -1.53  -0.36
C -3.19 0.88 -1.80  -0.07
C -3.78 -1.35 0.42  -0.10
C 0.19 -2.94 -2.38  -0.06
C -0.76 -0.17 -3.57  -0.08
Zr -0.55 0.16 0.24  1.26
Cl 0.26 -1.78 1.52  0.02
Cl -2.07 1.13 1.77  0.06
O 0.05 1.28 -1.27  -0.41
H -2.06 -3.53 1.06  0.05
H -0.69 -4.09 0.10  0.05
H -2.34 -4.39 -0.46  0.07
H 0.82 -3.38 -1.59  0.07
H 0.84 -2.39 -3.06  0.06
H -0.27 -3.76 -2.93  0.07
H 0.32 -0.34 -3.68  0.07
H -0.93 0.91 -3.57  0.06
H -1.25 -0.60 -4.45  0.08
H -2.59 1.67 -2.28  0.07
H -3.62 1.32 -0.89  0.06
H -4.02 0.63 -2.48  0.07
H -3.48 -1.70 1.41  0.06
H -4.55 -2.05 0.04  0.07
H -4.24 -0.37 0.54  0.05
H 0.78 1.90 -1.40  0.03
O -3.29 3.80 0.90  -0.71
H -3.16 4.72 0.56  -0.23
Br 1.09 2.74 3.24  0.85
C 2.88 2.27 2.90  -0.58
C 3.82 2.89 3.73  -0.16
C 5.19 2.63 3.59  -0.11
C 5.62 1.74 2.61  -0.11
C 4.69 1.11 1.78  -0.03
C 3.33 1.37 1.90  -0.13
C 2.42 0.68 0.92  -0.60
O 2.84 -0.06 0.02  0.01
O 1.15 0.97 1.13  -0.42
H 3.49 3.59 4.49  0.08
H 5.90 3.13 4.25  0.09
H 6.69 1.52 2.49  0.09
H 5.02 0.42 1.01  0.11

Its net charge is -2. The total energy is -4503.0107 hartree. The value obtained for the relative energy (zero: lowest compared OMol25 entry of this formula, charge and spin) is 0.00 kcal/mol. The gap between HOMO and LUMO comes out at 4.366 eV.



# 4
Computed, not measured: a structure of composition BCsH4, with ωB97M-V/def2-TZVPD.

Each line ends with the Löwdin charge.
Cartesian coordinates (Å):
Cs -0.49 -0.92 2.48  0.97
B 0.10 0.21 -0.52  -0.57
H 0.98 0.76 0.10  -0.08
H 0.10 -0.96 -0.19  -0.16
H -0.96 0.68 -0.16  -0.09
H 0.27 0.22 -1.70  -0.07

The total energy is -47.3205 hartree. The value obtained for the relative energy (zero: lowest compared OMol25 entry of this formula, charge and spin) is 1.22 kcal/mol. The gap between HOMO and LUMO comes out at 7.893 eV.



# 5
Computed, not measured: a cluster of 2 separate species, C4H16N8P in total in a non-equilibrium geometry, with ωB97M-V/def2-TZVPD.

Each line ends with the Löwdin charge.
Cartesian coordinates (Å):
C 3.92 0.53 0.78  -0.62
C 0.24 -1.85 0.16  -0.58
C -2.59 0.89 0.48  -0.17
C -3.09 0.60 -1.86  -0.10
N 2.63 -0.58 -1.97  -0.15
N 2.82 -0.10 0.75  -0.04
N 4.40 0.90 1.98  0.14
N 4.54 0.92 -0.35  0.15
N -0.87 -2.45 0.51  0.22
N 0.37 -0.62 -0.37  0.04
N -2.66 -0.07 -0.61  -0.25
N 1.48 -2.32 0.34  0.05
P 2.09 -0.79 -0.54  0.70
H -2.00 1.72 0.20  0.06
H -3.55 1.49 0.56  0.10
H -2.22 0.30 1.44  0.12
H -4.11 1.03 -1.77  0.09
H -2.33 1.24 -2.10  0.05
H -3.11 -0.20 -2.67  0.10
H 1.99 -0.86 -2.66  -0.02
H 4.15 0.45 2.87  0.12
H 5.21 1.58 2.09  0.15
H 4.21 0.58 -1.26  0.07
H 5.43 1.45 -0.42  0.14
H -1.72 -1.86 0.51  0.10
H -1.11 -3.41 0.52  0.12
H -0.54 -0.02 -0.41  0.13
H -3.32 -0.84 -0.33  0.12
H 1.67 -3.35 0.28  0.15

Its net charge is +1. The total energy is -941.2155 hartree. The value obtained for the relative energy (zero: lowest compared OMol25 entry of this formula, charge and spin) is 0.60 kcal/mol. The gap between HOMO and LUMO comes out at 10.253 eV.



# 6
Computed, not measured: a cluster of 5 separate species, C19H37NO7 in total in a non-equilibrium geometry, with ωB97M-V/def2-TZVPD.

Each line ends with the Löwdin charge.
Cartesian coordinates (Å):
O -1.83 0.57 -0.73  0.00
C -1.97 0.52 0.64  -0.85
O -2.10 1.61 1.26  -0.12
O -2.01 -0.60 1.19  -0.04
H -1.94 1.50 -0.98  0.07
C 1.95 0.73 0.09  -0.05
C 3.21 -0.07 0.56  -0.49
C 4.22 1.07 0.72  -0.18
C 5.50 0.70 1.49  -0.21
C 5.06 0.33 2.88  -0.18
C 4.06 -0.88 2.87  -0.52
N 2.98 -0.59 1.91  -0.23
O 1.93 -1.51 1.94  -0.30
C 3.48 -0.84 4.30  -0.06
C 4.77 -2.19 2.58  -0.06
C 3.73 -1.04 -0.53  -0.04
H 2.09 1.21 -0.88  0.05
H 1.51 1.40 0.82  0.09
H 1.12 0.02 -0.01  0.08
H 3.77 2.03 1.00  0.11
H 4.60 1.35 -0.28  0.10
H 6.24 1.50 1.39  0.09
H 6.01 -0.16 1.04  0.09
H 4.66 1.23 3.34  0.10
H 5.90 0.04 3.52  0.10
H 3.36 0.16 4.71  0.06
H 4.04 -1.42 5.04  0.06
H 2.52 -1.36 4.24  0.07
H 4.04 -3.00 2.58  0.07
H 5.55 -2.37 3.33  0.06
H 5.23 -2.16 1.59  0.05
H 3.92 -2.02 -0.10  0.06
H 4.71 -0.76 -0.94  0.06
H 3.11 -1.11 -1.43  0.06
C -5.56 1.33 1.57  -0.02
C -6.49 0.39 0.87  -0.52
O -6.36 -0.82 0.95  0.06
C -7.67 0.99 0.18  -0.04
H -5.99 1.58 2.54  0.09
H -5.43 2.29 1.07  0.08
H -4.54 0.95 1.68  0.08
H -8.15 0.29 -0.51  0.07
H -7.29 1.88 -0.33  0.08
H -8.41 1.27 0.93  0.08
C -4.07 -1.19 -1.76  -0.01
C -4.57 -2.26 -2.70  -0.50
O -4.30 -2.28 -3.89  0.03
C -5.61 -3.19 -2.16  -0.04
H -3.66 -1.77 -0.92  0.10
H -4.84 -0.61 -1.28  0.07
H -3.24 -0.65 -2.21  0.07
H -6.48 -2.63 -1.81  0.08
H -5.19 -3.80 -1.36  0.09
H -5.94 -3.91 -2.90  0.07
C 0.12 1.89 -2.78  -0.03
C 1.11 2.45 -3.74  -0.51
O 1.27 3.65 -3.82  0.03
C 1.91 1.48 -4.56  -0.03
H -0.33 2.60 -2.11  0.09
H 0.66 1.10 -2.26  0.06
H -0.62 1.47 -3.47  0.11
H 1.45 1.39 -5.54  0.08
H 1.90 0.49 -4.09  0.08
H 2.95 1.73 -4.75  0.08

Its net charge is -2. The total energy is -1327.4997 hartree. The gap between HOMO and LUMO comes out at 3.178 eV.



> Number 4 is which compound?

BCsH4



> Look up the gap between HOMO and LUMO of the second one.

3.992 eV



> Among the records above, which one has the highest gap between HOMO and LUMO?

C4H16N8P